{"formula": "C18H31BBr2F4N2O4OsSi4", "method": "ωB97M-V/def2-TZVPD", "symbols": ["Os", "Br", "C", "C", "C", "Br", "C", "C", "C", "C", "N", "C", "C", "O", "H", "H", "H", "H", "F", "B", "F", "F", "F", "C", "Si", "C", "C", "Si", "Si", "C", "C", "C", "Si", "C", "C", "C", "H", "H", "H", "H", "H", "H", "H", "H", "H", "H", "H", "H", "H", "H", "H", "H", "H", "H", "H", "H", "H", "H", "H", "H", "H", "H", "H", "O", "N", "O", "O"], "xyz": [[0.1000, -0.0675, 0.1208], [0.5991, 4.9426, -0.4007], [1.9343, 3.6251, -0.1951], [3.2611, 4.0130, -0.0436], [4.2437, 3.0625, 0.0875], [6.0441, 3.6313, 0.2988], [3.9408, 1.6835, 0.0680], [4.8845, 0.6420, 0.1624], [4.4566, -0.6605, 0.1216], [3.0846, -0.9291, 0.0402], [2.1806, 0.0189, -0.0452], [2.5796, 1.3095, -0.0540], [1.5435, 2.2864, -0.2009], [0.3120, 1.9106, -0.3563], [3.5102, 5.0631, -0.0348], [5.9299, 0.8858, 0.2778], [5.1550, -1.4821, 0.1595], [2.7377, -1.9529, 0.0561], [-0.1459, 0.3978, 2.4846], [0.4332, 0.2771, 3.8491], [-0.6138, -0.0707, 4.6537], [1.3855, -0.6895, 3.7641], [0.9362, 1.5076, 4.1462], [-2.2324, -1.5959, -3.3422], [-2.9088, -0.0777, -2.3996], [-4.8228, -0.1113, -2.4926], [-2.2596, 1.5309, -3.1986], [-2.2072, 0.0256, -0.0480], [-3.2160, -2.1329, 1.2777], [-2.4142, -2.2971, 2.9798], [-2.9112, -3.5043, -0.0174], [-5.1083, -1.8545, 1.3458], [-3.1854, 1.9719, 1.3633], [-5.0965, 1.7969, 1.3337], [-2.7136, 3.3877, 0.1775], [-2.5837, 2.2123, 3.1452], [-2.2012, -1.4237, -4.4149], [-2.8406, -2.4797, -3.1744], [-1.2199, -1.8211, -3.0202], [-5.1465, -0.0635, -3.5279], [-5.2725, 0.7282, -1.9733], [-5.2287, -1.0237, -2.0687], [-2.2936, 1.4827, -4.2834], [-1.2283, 1.7051, -2.9052], [-2.8375, 2.3960, -2.8901], [-1.3311, -2.2528, 2.9007], [-2.6714, -3.2427, 3.4539], [-2.7117, -1.4974, 3.6525], [-2.4225, -3.1327, -0.9111], [-3.8511, -3.9506, -0.3282], [-2.2863, -4.2963, 0.3854], [-5.3931, -1.1272, 2.0958], [-5.6077, -2.7857, 1.5997], [-5.5083, -1.5255, 0.3923], [-5.4759, 1.5523, 0.3487], [-5.5435, 2.7420, 1.6250], [-5.4567, 1.0483, 2.0274], [-3.4492, 3.5196, -0.6100], [-1.7517, 3.2006, -0.2860], [-2.6351, 4.3295, 0.7137], [-2.8036, 1.3564, 3.7760], [-3.0481, 3.0869, 3.5961], [-1.5089, 2.3576, 3.1810], [0.3017, -2.1842, -1.3939], [0.2412, -2.8332, -0.3407], [0.3560, -4.0235, -0.2844], [0.0209, -2.1549, 0.7071]], "lowdin_spin": [2.59, 0.01, 0.02, -0.01, 0.02, 0.00, 0.00, 0.02, 0.00, 0.03, 0.03, 0.01, -0.01, 0.08, 0.00, 0.00, 0.00, 0.00, 0.10, 0.01, 0.00, 0.00, 0.00, 0.00, 0.03, 0.00, 0.01, 0.30, 0.23, 0.03, 0.06, 0.04, 0.14, 0.02, 0.05, 0.01, 0.00, 0.00, 0.00, 0.00, 0.00, 0.00, 0.00, 0.00, 0.00, 0.00, 0.01, 0.00, 0.00, 0.00, 0.00, 0.00, 0.01, 0.00, 0.00, 0.00, 0.00, 0.00, 0.00, 0.01, 0.00, 0.00, 0.00, 0.10, 0.00, 0.00, 0.02], "s2": 6.03, "energy_ev": -215951.425, "orbital_gap_ev": [7.5, 5.5], "lumo_energy_ev": [-0.98, -3.07], "multiplicity": 5}



{"formula": "C18H31Cl12N2O3P", "method": "ωB97M-V/def2-TZVPD", "symbols": ["O", "P", "N", "C", "O", "O", "C", "C", "C", "C", "N", "C", "H", "H", "H", "H", "H", "H", "H", "Cl", "C", "C", "Cl", "H", "H", "H", "H", "Cl", "C", "C", "Cl", "H", "H", "H", "H", "Cl", "C", "C", "Cl", "H", "H", "H", "H", "Cl", "C", "C", "Cl", "H", "H", "H", "H", "Cl", "C", "C", "Cl", "H", "H", "H", "H", "Cl", "C", "C", "Cl", "H", "H", "H", "H"], "xyz": [[-2.0187, 1.8454, 1.0339], [-2.4182, 1.6765, -0.4581], [-1.6243, 0.2168, -1.0568], [-2.3057, -0.3654, -2.2207], [-2.7024, 0.2671, -3.2251], [-2.6081, -1.7588, -2.2225], [-0.2095, 0.5945, -1.3593], [0.9302, -0.0164, -0.5369], [2.2832, 0.5521, -0.9868], [2.3400, 1.5652, -2.1078], [1.3264, 2.1199, -2.9234], [0.1008, 1.5725, -2.4697], [-3.8308, 1.5377, -0.6445], [-1.9810, 2.8497, -1.1739], [-2.2276, -2.1765, -1.4192], [0.7399, -0.7699, 0.2793], [3.2385, 0.2244, -0.4704], [3.3908, 1.9652, -2.3550], [-0.8174, 1.9596, -3.0451], [-0.8697, -2.6889, -4.9669], [-1.0760, -1.4252, -6.2053], [0.0570, -0.4191, -6.1885], [0.0358, 0.5943, -4.7216], [-2.0420, -0.9447, -6.0423], [-1.1062, -1.9325, -7.1719], [-0.0351, 0.2571, -7.0408], [1.0304, -0.9099, -6.2464], [4.6072, -3.4519, 0.4720], [4.8740, -2.2739, 1.7844], [3.5901, -1.9154, 2.4993], [2.4984, -0.9693, 1.4534], [5.3535, -1.3922, 1.3563], [5.5660, -2.7307, 2.4778], [3.8003, -1.2891, 3.3840], [3.0523, -2.8041, 2.8358], [-5.5601, 4.4116, 0.4916], [-7.0733, 3.5857, 0.0418], [-6.9049, 2.0820, -0.0231], [-5.8729, 1.5797, -1.3864], [-7.4120, 3.9935, -0.9118], [-7.8120, 3.8419, 0.8037], [-7.8758, 1.6053, -0.1702], [-6.4674, 1.6865, 0.8953], [6.8452, 0.6354, 0.2865], [6.5191, 2.3110, 0.7974], [5.6073, 2.3747, 2.0062], [3.9481, 1.8518, 1.6244], [6.0960, 2.8479, -0.0528], [7.4844, 2.7607, 1.0382], [5.5401, 3.4036, 2.3646], [5.9782, 1.7528, 2.8232], [-9.3307, -0.5809, -0.3644], [-7.9622, -1.6850, -0.6559], [-7.5212, -2.3953, 0.6074], [-6.7633, -1.2825, 1.7740], [-7.1483, -1.1069, -1.0967], [-8.2986, -2.4162, -1.3935], [-6.7753, -3.1540, 0.3640], [-8.3587, -2.8875, 1.1048], [6.6176, -3.3634, 4.7512], [6.7467, -2.0351, 5.9227], [5.3993, -1.6154, 6.4768], [4.3434, -0.7918, 5.2810], [7.2601, -1.2028, 5.4390], [7.3787, -2.3999, 6.7346], [5.5481, -0.9016, 7.2891], [4.8491, -2.4721, 6.8696]], "nbo_charge": [-1.07, 1.58, -0.82, 0.91, -0.58, -0.67, 0.05, -0.15, -0.28, 0.03, -0.40, -0.02, -0.04, -0.06, 0.49, 0.26, 0.26, 0.20, 0.24, -0.06, -0.39, -0.40, -0.03, 0.23, 0.22, 0.22, 0.22, -0.07, -0.40, -0.40, -0.06, 0.23, 0.23, 0.23, 0.22, -0.05, -0.39, -0.40, -0.05, 0.22, 0.23, 0.24, 0.23, -0.06, -0.39, -0.40, -0.04, 0.23, 0.22, 0.23, 0.22, -0.07, -0.39, -0.39, -0.06, 0.24, 0.23, 0.23, 0.22, -0.05, -0.39, -0.38, -0.05, 0.22, 0.23, 0.23, 0.23], "smiles": "O=[PH2]N(C(=O)O)c1cccnc1.ClCCCl.ClCCCl.ClCCCl.ClCCCl.ClCCCl.ClCCCl", "energy_ev": -187846.814, "orbital_gap_ev": 9.1, "lumo_energy_ev": 0.37}



{"formula": "C18H31ClNO18", "method": "ωB97M-V/def2-TZVPD", "symbols": ["Cl", "O", "O", "O", "O", "C", "C", "O", "C", "O", "O", "H", "H", "H", "H", "C", "C", "O", "C", "O", "O", "H", "H", "H", "H", "C", "C", "O", "C", "O", "O", "H", "H", "H", "H", "C", "C", "O", "C", "O", "O", "H", "H", "H", "H", "C", "O", "C", "C", "N", "C", "C", "O", "C", "H", "H", "H", "H", "H", "H", "H", "H", "H", "H", "H", "H", "H", "H", "H"], "xyz": [[0.7874, -0.1244, -0.4195], [-0.0386, -1.2799, -0.7589], [2.0744, -0.3605, -0.9945], [0.2231, 1.0320, -1.0919], [0.8555, 0.0452, 1.0093], [-1.8657, 3.5009, 0.6823], [-2.1557, 3.0028, 2.1490], [-3.5676, 3.3395, 2.3358], [-3.9955, 4.0598, 1.2808], [-5.1206, 4.5674, 1.2378], [-2.9877, 4.3407, 0.5253], [-1.9437, 2.7201, -0.0743], [-1.0312, 4.2010, 0.7213], [-1.6501, 3.6519, 2.8639], [-1.9229, 1.9465, 2.0143], [3.4995, 2.9899, -3.3412], [3.3861, 2.7844, -1.8396], [4.2630, 3.7725, -1.2928], [5.1054, 4.2562, -2.2514], [6.0340, 4.9808, -2.0571], [4.6959, 3.7855, -3.4971], [2.8158, 3.7532, -3.7129], [3.7739, 2.1338, -3.9576], [3.7931, 1.8068, -1.5813], [2.3378, 2.9024, -1.5655], [0.4682, -0.4082, -4.5061], [1.7933, -0.9710, -4.8952], [2.3488, 0.0720, -5.6577], [1.5097, 1.1624, -5.7147], [1.7031, 2.2980, -6.1843], [0.4855, 0.8768, -5.0606], [0.2581, -0.3725, -3.4371], [-0.2897, -0.9992, -5.0202], [1.4870, -1.7723, -5.5677], [2.3868, -1.4092, -4.0928], [1.8286, 1.6311, 4.3944], [0.6059, 0.8321, 4.5705], [-0.2370, 1.6669, 5.3624], [0.3440, 2.8708, 5.6859], [-0.0070, 3.5875, 6.5490], [1.4673, 2.8967, 4.9262], [2.1384, 1.7722, 3.3589], [2.5635, 1.3113, 5.1331], [0.7138, 0.0589, 5.3313], [0.1843, 0.6545, 3.5812], [-1.6088, -3.8385, -2.9639], [-2.2288, -4.3397, -1.8581], [-1.3140, -5.1256, -1.1195], [-1.9154, -5.4160, 0.2200], [-2.2572, -4.1597, 0.9790], [-1.0392, -3.6304, 1.6155], [-1.1995, -2.2699, 2.3419], [-2.4010, -2.4395, 3.0925], [-2.5896, -1.2286, 3.8823], [-1.1758, -4.5024, -3.7121], [-0.8922, -3.0907, -2.6241], [-2.3486, -3.2444, -3.5004], [-0.3535, -4.6493, -0.9227], [-1.1018, -6.0425, -1.6695], [-1.1208, -5.9724, 0.7169], [-2.7945, -6.0152, -0.0173], [-2.1866, -3.5118, 0.2074], [-0.2478, -3.4802, 0.8811], [-0.6786, -4.4199, 2.2749], [-1.2766, -1.4901, 1.5843], [-0.4741, -1.9607, 3.0945], [-1.6994, -0.9298, 4.4358], [-3.2972, -1.3863, 4.6963], [-2.9170, -0.4235, 3.2245]], "nbo_charge": [2.54, -0.90, -0.88, -0.89, -0.87, -0.09, -0.12, -0.50, 0.97, -0.61, -0.49, 0.22, 0.21, 0.20, 0.21, -0.11, -0.11, -0.50, 0.97, -0.59, -0.51, 0.20, 0.22, 0.20, 0.22, -0.10, -0.10, -0.50, 0.98, -0.62, -0.46, 0.24, 0.18, 0.17, 0.21, -0.10, -0.12, -0.52, 0.98, -0.56, -0.51, 0.22, 0.18, 0.21, 0.22, -0.26, -0.53, -0.09, -0.24, -0.58, -0.25, -0.07, -0.54, -0.26, 0.16, 0.18, 0.18, 0.17, 0.16, 0.18, 0.19, 0.35, 0.18, 0.17, 0.18, 0.17, 0.16, 0.19, 0.17], "energy_ev": -70027.566, "orbital_gap_ev": 9.4, "charge": -1, "lumo_energy_ev": 2.28}